Density functional theory data (ωB97M-V with the def2-TZVPD basis set) for a 2-piece molecular cluster, C7H14O overall at a distorted geometry.

Calculated values
Kohn-Sham gap ... 9.63 eV
Relative energy (zero: lowest compared OMol25 entry of this formula, charge and spin) ... 49.8 kcal per mole
Lowest unoccupied orbital energy ... 0.8199 eV
E ... -350.280086 a.u.
Max |F| ... 0.056 Eh/bohr

Atoms and positions in Å:
C 1.0430 0.9860 -2.1544
C 0.9040 0.9635 -0.8412
C 0.4556 -0.1470 0.0656
C 1.3445 -1.1215 0.2674
C 1.0636 -2.3048 1.1681
C -1.0264 -0.2547 0.3387
C -1.2481 0.0061 1.8518
H 1.4404 1.8974 -2.5854
H 0.7159 0.1763 -2.7938
H 1.2782 1.8049 -0.2653
H 2.3146 -1.1371 -0.2121
H 1.6503 -3.1747 0.8573
H 0.0429 -2.6810 1.1154
H 1.3693 -2.0522 2.1837
H -1.5617 0.5140 -0.1899
H -1.4205 -1.2615 0.2069
H -0.7666 -0.7355 2.4671
H -2.3087 0.1781 2.0451
H -0.7663 0.9270 2.2043
O -1.2928 2.5376 -1.5463
H -0.9963 2.4654 -2.4622
H -2.2346 2.4136 -1.7206

Force components x, y, z for each atom (eV/Å):
-0.011 0.032 0.185
0.617 -0.156 1.080
0.219 -0.685 -2.781
-0.788 -0.690 0.780
0.506 -0.390 -0.662
0.747 0.340 2.591
-0.043 1.260 -0.170
0.052 -0.170 -0.311
0.081 -0.038 -0.055
-0.171 0.382 -0.217
0.120 0.518 0.162
0.231 0.171 0.072
-0.239 0.411 0.302
-0.267 -0.206 0.146
-0.192 -0.076 -0.534
0.067 0.039 -0.711
-0.385 -0.654 0.192
-0.006 -0.565 0.335
0.015 0.126 -0.457
-1.004 0.178 -0.747
0.713 -0.004 0.200
-0.260 0.179 0.599